Record 1
# C2H9O3

A 3-piece molecular cluster, C2H9O3 overall at a distorted geometry (the ωB97M-V functional and the def2-TZVPD basis, OMol25).

Properties
- DFT total energy: -307.187148 a.u.
- 2S+1: 2
- ΔE to the lowest compared entry with this formula, charge and spin: 21.99 kcal per mole
- LUMO energy (alpha / beta): 0.70 / -3.97 eV

Each line ends with the Mulliken charge.
Element x y z (Å)
C (-0.3088, 0.0002, 1.2494)  -0.17
O (-1.1898, -0.6869, 0.3630)  -0.52
C (-1.0389, 1.1352, 1.9460)  -1.04
H (0.4988, 0.4581, 0.6723)  0.25
H (0.1308, -0.7204, 1.9426)  0.27
H (-1.7406, 1.5996, 1.2536)  0.31
H (-0.3581, 1.9126, 2.2957)  0.33
H (-1.6140, 0.8239, 2.8209)  0.26
H (1.4869, -0.4884, -2.5779)  0.41
H (3.0021, -0.7956, -2.5114)  0.30
O (2.2963, -0.5283, -3.1135)  -0.63
H (-0.4035, -1.3960, -2.1638)  0.32
H (-0.7154, -0.6729, -0.5181)  0.57
O (-0.0458, -0.6411, -1.6589)  -0.67


Record 2
# C2H9P3

C2H9P3 as an isolated structure at a distorted geometry (the ωB97M-V functional and the def2-TZVPD basis, OMol25).

Properties
- DFT total energy: -1105.512666 a.u.
- ΔE to the lowest compared entry with this formula, charge and spin: 46.16 kcal per mole
- LUMO energy: 0.57 eV

Each line ends with the Mulliken charge.
Element x y z (Å)
C (-1.5170, 0.9225, 0.8408)  -1.01
C (-0.7956, 0.1482, -0.3343)  0.06
P (-1.0669, -1.6439, -0.6000)  -0.18
P (0.9335, 0.3793, -0.7576)  -0.04
P (2.8797, 0.2336, 0.4735)  -0.13
H (-0.8520, 0.9355, 1.8183)  0.23
H (-1.6621, 2.0010, 0.7148)  0.32
H (-2.4324, 0.4613, 1.1120)  0.33
H (-1.6582, -2.0428, 0.5806)  0.00
H (-2.4029, -1.5487, -1.1297)  0.01
H (1.1695, -0.2287, -1.9577)  0.14
H (1.1670, 1.7224, -1.3108)  0.12
H (3.5354, -0.3921, -0.5886)  0.07
H (2.7020, -0.9476, 1.1389)  0.07